No. 1
Here is the molecule C3H8N2O at a distorted geometry from the Open Molecules 2025 dataset. Energies are from ωB97M-V/def2-TZVPD.

Structure (XYZ):
```
14
Properties=species:S:1:pos:R:3
C -0.530 1.056 1.814
C -0.853 0.199 0.600
O -1.928 0.291 0.033
N 0.094 -0.721 0.283
C 0.230 -1.078 -1.169
N 1.216 -0.322 -1.898
H 0.136 1.838 1.415
H 0.015 0.473 2.557
H -1.394 1.527 2.268
H 0.969 -0.738 0.776
H -0.824 -0.945 -1.423
H 0.398 -2.157 -1.219
H 0.799 0.178 -2.675
H 1.672 0.398 -1.361
```

Calculated values
Maximum force: 2.54 eV/A
Total energy: -8268.453 eV
Orbital gap: 10.53 eV
SMILES: CC(=O)NCN
HOMO energy: -9.6978 eV

No. 2
Here is the molecule C5H13NO4S at a distorted geometry from the Open Molecules 2025 dataset. Energies are from ωB97M-V/def2-TZVPD.

Structure (XYZ):
```
24
Properties=species:S:1:pos:R:3
C 2.836 0.790 -0.020
C 1.849 0.517 -1.191
O 0.599 0.895 -0.617
C -0.406 0.066 -0.273
C -1.163 -0.766 -1.412
C -1.556 1.134 0.482
N -2.753 0.486 0.780
S -0.044 -1.315 0.913
O 0.964 -2.277 0.513
O -1.323 -1.846 1.306
O 0.515 -0.361 2.124
H 2.338 1.521 0.626
H 3.015 -0.149 0.514
H 3.695 1.044 -0.630
H 1.800 -0.552 -1.497
H 1.821 1.277 -2.112
H -2.184 -1.064 -0.961
H -1.147 -0.168 -2.368
H -0.628 -1.771 -1.570
H -1.715 2.009 -0.297
H -1.119 1.615 1.285
H -3.422 0.142 0.013
H -2.663 -0.303 1.457
H 0.690 -0.925 2.933
```

Calculated values
Maximum force: 4.97 eV/A
Total energy: -25908.498 eV
Orbital gap: 9.40 eV
SMILES: CCO[C@](C)(CN)S(=O)(=O)O
HOMO energy: -8.8785 eV

No. 3
Here is a structure of composition C5H12N2 at a distorted geometry from the Open Molecules 2025 dataset. Energies are from ωB97M-V/def2-TZVPD.

Structure (XYZ):
```
19
Properties=species:S:1:pos:R:3
C -0.356 -0.823 -0.138
C 0.033 1.885 -1.587
C -1.530 -0.993 0.785
C 0.772 -1.809 -0.010
N 0.581 0.661 1.686
C 0.874 1.320 0.616
N 0.341 0.950 -0.535
H 1.264 0.174 2.254
H -0.706 -0.792 -1.164
H 1.231 2.354 0.699
H 0.554 2.838 -1.438
H -1.041 2.103 -1.633
H 0.336 1.483 -2.557
H -2.154 -0.102 0.795
H -1.231 -1.220 1.805
H -2.132 -1.836 0.424
H 0.453 -2.762 -0.448
H 1.075 -1.959 1.023
H 1.637 -1.471 -0.579
```

Calculated values
Maximum force: 2.68 eV/A
Total energy: -8356.497 eV
Orbital gap: 8.67 eV
HOMO energy: -7.6842 eV

No. 4
Here is a structure of composition C35H45BrNO2SSiSn at a distorted geometry from the Open Molecules 2025 dataset. Energies are from ωB97M-V/def2-TZVPD.

Structure (XYZ):
```
87
Properties=species:S:1:pos:R:3
Sn -0.641 -1.001 -0.570
C 3.589 0.258 5.302
C 4.008 -1.001 4.511
C 5.552 -1.001 4.441
C 3.589 -2.259 5.302
C 3.321 -1.001 3.140
C 1.933 -1.001 3.041
C 1.290 -1.001 1.792
Br -0.633 -1.001 1.867
C 1.969 -1.001 0.538
O 1.319 -1.001 -0.562
C 3.396 -1.001 0.634
C 4.019 -1.001 1.927
C 4.376 -1.001 -0.589
C 5.273 0.262 -0.520
C 5.273 -2.264 -0.520
C 3.769 -1.001 -2.013
H 4.093 0.299 6.275
H 2.512 0.284 5.499
H 3.846 1.172 4.754
H 5.994 -1.001 5.445
H 5.933 -0.113 3.922
H 5.933 -1.889 3.922
H 4.093 -2.301 6.275
H 3.846 -3.173 4.754
H 2.512 -2.286 5.499
H 1.319 -1.001 3.937
H 5.103 -1.001 1.957
H 5.901 0.289 0.376
H 4.663 1.174 -0.522
H 5.953 0.314 -1.379
H 5.902 -2.291 0.376
H 5.953 -2.315 -1.378
H 4.663 -3.175 -0.522
H 3.165 -0.107 -2.201
H 3.165 -1.895 -2.201
H 4.559 -1.001 -2.776
S -2.050 -2.968 -0.570
C -3.051 -4.307 -0.567
N -2.504 -5.570 -0.664
C -3.246 -6.725 -0.669
C -4.580 -6.672 -0.578
C -5.241 -5.392 -0.474
C -4.538 -4.250 -0.466
H -1.494 -5.626 -0.734
H -2.700 -7.659 -0.750
H -5.183 -7.573 -0.581
H -6.324 -5.379 -0.401
H -5.016 -3.281 -0.388
C -4.480 0.347 -2.676
C -3.305 1.290 -3.017
C -3.814 2.502 -3.823
C -2.296 0.509 -3.899
Si -2.359 1.858 -1.314
O -1.726 0.513 -0.570
C -3.402 2.886 -0.085
C -2.799 3.318 1.117
C -3.507 4.082 2.048
C -4.833 4.424 1.803
C -5.451 4.000 0.631
C -4.745 3.236 -0.305
C -0.949 3.083 -1.799
C -1.214 4.425 -2.133
C -0.172 5.287 -2.485
C 1.143 4.825 -2.505
C 1.422 3.502 -2.170
C 0.387 2.635 -1.819
H -4.971 -0.008 -3.590
H -5.243 0.842 -2.069
H -4.139 -0.536 -2.122
H -4.337 2.172 -4.728
H -2.990 3.148 -4.145
H -4.512 3.119 -3.253
H -2.773 0.164 -4.824
H -1.906 -0.375 -3.381
H -1.441 1.132 -4.184
H -1.764 3.058 1.345
H -3.022 4.403 2.966
H -5.385 5.015 2.529
H -6.491 4.259 0.446
H -5.281 2.922 -1.196
H -2.228 4.822 -2.117
H -0.385 6.322 -2.739
H 1.952 5.499 -2.775
H 2.449 3.144 -2.178
H 0.632 1.606 -1.552
H -0.641 -1.001 -2.321
```

Calculated values
Maximum force: 5.92 eV/A
Total energy: -137196.434 eV
Orbital gap (alpha / beta): 4.05 / 3.62 eV
HOMO energy (alpha / beta): -1.7852 / -1.3709 eV
Charge: -1

No. 5
Here is a structure of composition F2Sr4 at a distorted geometry from the Open Molecules 2025 dataset. Energies are from ωB97M-V/def2-TZVPD.

Structure (XYZ):
```
6
Properties=species:S:1:pos:R:3
Sr 0.995 1.266 -2.815
Sr 2.870 -0.188 0.908
Sr -0.794 0.629 2.399
Sr -2.089 -0.795 -1.216
F -1.189 -1.588 0.878
F 0.205 0.676 -0.155
```

Calculated values
Maximum force: 4.12 eV/A
Total energy: -8662.580 eV
Orbital gap (alpha / beta): 13.89 / 7.99 eV
HOMO energy (alpha / beta): -41.3882 / -41.2551 eV
Multiplicity: 2
Charge: +7

No. 6
Here is a cluster of 2 separate species, CH7N2O in total at a distorted geometry from the Open Molecules 2025 dataset. Energies are from ωB97M-V/def2-TZVPD.

Structure (XYZ):
```
11
Properties=species:S:1:pos:R:3
N 0.853 0.540 -1.232
C 0.508 -0.327 -0.323
N 1.245 -1.208 0.328
H 1.826 0.835 -1.347
H 0.119 1.074 -1.683
H -0.543 -0.461 -0.107
H 0.843 -2.141 0.430
H 2.249 -1.239 0.157
H -1.580 1.060 1.372
H -3.109 1.272 1.340
O -2.411 0.596 1.066
```

Calculated values
Maximum force: 1.52 eV/A
Total energy: -6155.586 eV
Orbital gap (alpha / beta): 11.81 / 3.66 eV
HOMO energy (alpha / beta): -20.9993 / -20.3477 eV
Multiplicity: 2
Charge: +2

No. 7
Here is a structure of composition C37H39BClCoN9O4 from the Open Molecules 2025 dataset. Energies are from ωB97M-V/def2-TZVPD.

Structure (XYZ):
```
92
Properties=species:S:1:pos:R:3
Co 0.031 0.226 0.866
C 1.072 -3.251 -4.337
C 1.164 -2.513 -3.000
C 2.130 -1.319 -3.083
C -0.209 -2.115 -2.523
C -1.385 -2.893 -2.536
C -2.345 -2.062 -2.000
N -1.767 -0.884 -1.709
N -0.454 -0.917 -2.008
B -2.483 0.383 -1.187
N -2.932 0.246 0.290
C -4.212 0.153 0.675
C -4.257 0.150 2.049
C -2.920 0.266 2.453
N -2.120 0.316 1.381
C -2.473 0.271 3.888
C -1.423 1.330 4.198
C -2.055 -1.137 4.325
N -1.570 1.578 -1.356
C -1.715 2.573 -2.239
C -0.627 3.405 -2.138
C 0.162 2.838 -1.128
N -0.421 1.732 -0.655
C 1.503 3.334 -0.684
C 1.440 4.814 -0.310
C 2.549 3.086 -1.773
H 2.063 -3.559 -4.670
H 0.643 -2.596 -5.098
H 0.447 -4.142 -4.269
H 1.560 -3.234 -2.272
H 1.634 -0.390 -2.807
H 2.513 -1.207 -4.098
H 2.993 -1.451 -2.429
H -1.521 -3.893 -2.909
H -3.402 -2.210 -1.847
H -3.495 0.548 -1.819
H -4.994 0.117 -0.064
H -5.122 0.102 2.686
H -3.376 0.525 4.454
H -0.572 1.265 3.528
H -1.066 1.218 5.224
H -1.842 2.332 4.092
H -1.195 -1.486 3.757
H -2.876 -1.843 4.185
H -1.784 -1.139 5.383
H -2.578 2.603 -2.882
H -0.425 4.293 -2.709
H 1.765 2.776 0.208
H 1.145 5.421 -1.168
H 2.417 5.170 0.024
H 0.716 4.984 0.487
H 2.300 3.630 -2.686
H 2.609 2.026 -2.031
H 3.536 3.418 -1.443
O 4.420 -5.995 0.001
N 4.467 -4.814 -0.264
O 5.393 -4.277 -0.838
C 3.264 -4.001 0.034
C 2.133 -4.703 0.249
C 0.895 -4.038 0.492
C -0.298 -4.743 0.740
C -1.442 -4.037 0.969
C -1.386 -2.632 0.949
N -0.281 -1.957 0.721
C 0.856 -2.644 0.489
C 2.075 -1.899 0.268
N 1.972 -0.554 0.297
C 3.055 0.180 0.157
C 4.323 -0.384 -0.008
C 4.450 -1.746 -0.056
C 3.301 -2.557 0.060
H 2.167 -5.783 0.230
H -0.291 -5.825 0.745
H -2.385 -4.527 1.165
H -2.270 -2.044 1.157
H 2.919 1.250 0.196
H 5.188 0.258 -0.090
H 5.419 -2.196 -0.183
Cl 5.426 2.355 5.619
C 4.077 2.138 4.538
C 3.639 3.217 3.754
C 2.583 3.075 2.896
C 1.895 1.834 2.744
O 0.931 1.741 1.907
C 2.347 0.765 3.571
C 1.687 -0.511 3.596
O 0.752 -0.868 2.886
C 3.430 0.940 4.457
H 4.142 4.172 3.845
H 2.237 3.915 2.310
H 2.073 -1.221 4.350
H 3.742 0.108 5.078
```

Calculated values
Maximum force: 0.53 eV/A
Total energy: -111431.491 eV
Orbital gap (alpha / beta): 6.60 / 6.59 eV
HOMO energy (alpha / beta): -7.8962 / -7.8792 eV
Multiplicity: 4

No. 8
Here is a cluster of 2 separate species, C11H12N2 in total at a distorted geometry from the Open Molecules 2025 dataset. Energies are from ωB97M-V/def2-TZVPD.

Structure (XYZ):
```
25
Properties=species:S:1:pos:R:3
C -0.131 -1.247 -1.991
C -2.446 -1.422 2.019
C -2.726 -0.194 2.562
C -1.572 -1.462 0.935
C -2.309 0.991 1.952
C -1.396 -0.230 0.396
C 0.393 1.286 -1.477
C 0.212 -0.139 -1.179
C 1.612 0.419 -1.079
C 2.065 0.602 0.381
C 2.730 -0.063 -1.952
N -0.430 -2.227 -2.517
N -1.596 0.964 0.881
H -2.956 -2.257 2.504
H -3.519 -0.241 3.331
H -1.364 -2.355 0.347
H -2.632 2.000 2.241
H 0.426 1.710 -2.588
H -0.031 2.065 -0.838
H 2.839 1.469 0.481
H 2.435 -0.328 0.978
H 1.164 0.955 0.915
H 3.557 0.787 -2.240
H 2.439 -0.429 -2.890
H 3.236 -0.653 -1.174
```

Calculated values
Maximum force: 4.20 eV/A
Total energy: -14574.000 eV
Orbital gap (alpha / beta): 7.24 / 7.48 eV
HOMO energy (alpha / beta): -6.4739 / -9.7947 eV
Multiplicity: 3

- The highest total energy belongs to which entry?
  CH7N2O